Below is C3H5NO5 as an isolated structure, with properties calculated with the ωB97M-V functional and the def2-TZVPD basis.

Geometry as ORCA input:
```
! wB97M-V def2-TZVPD RIJCOSX def2/J DEFGRID3
* xyz 0 1
C -1.474 0.509 0.355
C 0.616 0.326 -1.158
C -0.015 0.482 0.204
N 0.283 -1.225 0.979
O 0.323 -2.186 0.233
O -1.988 1.237 1.197
O 0.798 -1.063 2.041
O -0.004 -0.546 -2.020
O 0.667 1.179 1.063
H -2.158 -0.073 -0.230
H 0.744 1.386 -1.666
H 1.646 0.013 -0.953
H 0.402 -1.485 -1.812
H 0.160 1.445 1.767
*
```

Largest force on an atom = 3.97 eV/A
Calculated total energy = -548.1129 a.u.
Kohn-Sham gap = 9.56 eV
HOMO energy = -0.3683 hartree